[1]
Below is a cluster of 4 separate species, CH12NO3 in total, with properties calculated with ωB97M-V/def2-TZVPD.

Summary:
Total charge: +1
Multiplicity: 1
ΔE to the lowest compared entry with this formula, charge and spin (kcal/mol): 16.9
Kohn-Sham gap (eV): 12.62
Lowest unoccupied orbital energy (eV): -3.0
HOMO energy (eV): -15.64

XYZ file:
```
17
Properties=species:S:1:pos:R:3:forces:R:3
H 0.5053 3.0780 -1.3398 0.178 -0.072 0.479
H -1.9601 1.1458 1.2310 0.646 1.010 -0.453
H 2.5956 -1.6510 0.6821 -0.016 0.389 -0.294
O -0.6289 -1.9265 -1.7088 -0.239 -0.639 -0.010
H -2.4207 -0.0640 0.0649 0.652 -0.213 0.617
O 2.1999 -0.8603 1.0846 -0.015 -0.866 0.163
H 1.6505 3.1247 -0.3157 0.117 0.123 0.010
H -0.8308 -2.2701 -2.5895 0.124 0.398 -0.156
H -1.6373 -0.4089 1.6990 0.007 -0.428 -0.628
H -0.8047 -2.7198 -1.1813 0.085 0.251 0.175
O 0.7804 2.7470 -0.4670 -0.243 -0.050 -0.444
H 0.3340 -0.6158 0.3257 -0.865 -0.181 0.171
H -0.4274 0.2038 -0.8738 0.201 0.091 0.133
H 0.3190 0.9251 0.4309 -0.308 0.856 -0.360
N -0.3115 0.1789 0.1409 0.886 0.037 -0.031
H 2.2739 -1.1035 2.0186 -0.088 0.403 0.081
C -1.6372 0.2165 0.7981 -1.123 -1.109 0.548
```
Forces are in eV/Å.

---

[2]
Below is a cluster of 4 separate species, CH12NO3 in total, with properties calculated with ωB97M-V/def2-TZVPD.

Summary:
Total charge: +1
Multiplicity: 1
ΔE to the lowest compared entry with this formula, charge and spin (kcal/mol): 15.8
Kohn-Sham gap (eV): 12.37
Lowest unoccupied orbital energy (eV): -3.1
HOMO energy (eV): -15.43

XYZ file:
```
17
Properties=species:S:1:pos:R:3:forces:R:3
N 0.4098 0.0605 -1.0043 1.270 0.278 0.973
H -0.0157 -0.0133 -1.9122 -0.024 0.184 -0.594
H -2.8541 -0.7246 -1.6951 -0.202 0.098 -0.027
H 0.9067 -0.8038 -0.7555 -0.670 -0.294 0.231
H 0.9160 2.1028 -0.9767 0.266 -0.028 -0.351
O 0.9970 -2.0915 0.6918 -0.056 -0.223 -0.019
C 1.4141 1.1536 -0.7806 -0.502 0.776 0.210
H -0.2731 1.9195 2.0767 -0.285 -0.145 -0.073
H 0.3914 0.9212 2.9554 -0.111 -0.321 -0.030
H 1.6401 1.1711 0.2813 0.007 -0.323 0.039
H 0.8443 -2.1020 1.6453 0.024 0.133 -0.118
O -0.1817 0.9611 2.1773 0.407 0.497 -0.001
O -2.4396 0.0242 -1.2554 0.493 0.078 0.005
H -2.7434 0.8215 -1.7011 -0.284 -0.128 -0.049
H 0.8770 -3.0094 0.4201 0.083 0.010 0.032
H 2.3405 1.0341 -1.3340 -0.295 -0.163 -0.297
H -0.3535 0.2104 -0.3409 -0.122 -0.429 0.069
```
Forces are in eV/Å.

---

[3]
Below is a cluster of 5 separate species, CH12NO4 in total, with properties calculated with ωB97M-V/def2-TZVPD.

Summary:
Total charge: +1
Multiplicity: 1
ΔE to the lowest compared entry with this formula, charge and spin (kcal/mol): 18.7
Kohn-Sham gap (eV): 10.23
Lowest unoccupied orbital energy (eV): -4.5
HOMO energy (eV): -14.77

XYZ file:
```
18
Properties=species:S:1:pos:R:3:forces:R:3
H -0.0554 0.5615 -0.5588 0.810 -0.299 -0.045
H -3.6424 -0.5840 0.5617 0.142 -0.230 0.065
O 2.4771 0.1575 2.7925 -0.401 0.427 -0.737
H 2.0195 -0.5972 3.1661 0.269 -0.115 0.332
H 2.3381 -2.7521 -2.6967 0.016 -0.236 -0.118
O 1.6820 -2.0723 -2.8524 -0.385 0.741 0.245
H 1.0537 -2.3816 -3.5084 0.255 -0.418 -0.178
H 1.3395 1.0382 0.4667 0.164 -0.544 0.783
C -0.4505 1.8815 0.7949 -0.602 -0.460 1.550
N 0.3411 1.0189 0.3045 -0.999 1.124 -1.384
H -1.4604 1.9864 0.4189 0.007 -0.265 -0.307
H -4.3871 0.2957 1.5061 0.192 -0.044 0.315
O -3.5481 -0.1825 1.4329 -0.266 0.343 -0.437
O -0.2646 -0.0191 -2.1032 0.008 0.043 0.134
H -0.2796 2.3865 1.7418 0.711 0.359 -0.347
H -0.9855 -0.5375 -2.4747 -0.037 0.040 0.023
H 3.2804 0.3302 3.2863 0.007 -0.240 0.239
H 0.5423 -0.5302 -2.2781 0.110 -0.227 -0.134
```
Forces are in eV/Å.

---

[4]
Below is a cluster of 5 separate species, CH12NO4 in total, with properties calculated with ωB97M-V/def2-TZVPD.

Summary:
Total charge: +1
Multiplicity: 1
ΔE to the lowest compared entry with this formula, charge and spin (kcal/mol): 20.4
Kohn-Sham gap (eV): 9.53
Lowest unoccupied orbital energy (eV): -4.4
HOMO energy (eV): -13.92

XYZ file:
```
18
Properties=species:S:1:pos:R:3:forces:R:3
O -0.5939 3.1195 -2.8697 0.201 0.421 -0.890
H -0.6002 4.0928 -2.9556 -0.003 -0.691 0.117
O -2.7569 1.8660 0.5818 0.096 -0.597 -0.247
O 2.0566 -1.7008 1.0695 -0.667 -0.343 -0.391
H -0.5828 0.6255 0.5855 -0.166 -0.235 -0.218
H -0.2948 -1.1175 2.9127 0.221 0.033 0.491
H -0.3626 2.8151 -3.7728 -0.212 0.233 0.806
H 0.8538 -0.7890 1.5778 0.618 0.116 1.298
H 2.7577 -2.8633 -2.0661 -0.280 -0.160 0.144
H -3.2518 2.6668 0.6549 -0.329 1.165 0.545
H -1.9174 0.1544 1.8131 -0.046 -0.035 -0.104
O 1.9321 -2.8099 -1.5635 -0.227 -0.243 0.342
N 0.0024 -0.5211 2.1559 -0.905 -0.437 -2.231
H 1.7203 -2.1952 0.2815 1.111 0.424 0.251
H -3.1565 1.5183 -0.2173 0.105 -0.452 -0.393
H 1.6054 -3.7145 -1.4295 0.349 0.249 -0.406
C -0.8987 0.0682 1.4594 0.400 0.617 1.132
H 3.0210 -1.6555 1.0447 -0.268 -0.066 -0.246
```
Forces are in eV/Å.